# 1
This record from OMol25 describes a molecular structure, C34H31Cl2IN4O9S3Sc. The level of theory is wB97M-V/def2-TZVPD.

Frontier orbital gap: 7.39 eV
Highest occupied orbital energy: -5.65 eV

```
! wB97M-V def2-TZVPD RIJCOSX def2/J DEFGRID3
* xyz -1 1
I 3.43664 0.67191 -1.92206
Sc -1.44166 0.30176 -0.06210
Cl 4.62168 3.80624 2.64771
Cl -1.11417 -0.83496 6.20765
S -0.49160 0.60112 -3.16912
S -1.10578 -2.84483 -0.88019
S -1.99022 5.13763 0.35392
O -0.81571 -1.64480 -0.01781
O -1.61635 -2.41711 -2.16226
O 0.56986 0.80430 -0.38632
O -4.11421 -0.36559 6.27988
O -1.62639 0.61053 -2.14845
O -5.40154 -0.35675 4.47912
O -5.07499 -0.37372 1.91109
O -1.84888 -3.84549 -0.16479
O -3.34931 -0.16973 0.51102
N -1.60987 -0.43365 2.43520
N -0.13072 1.94577 1.89691
N -2.10095 2.36800 -0.03975
N -0.89594 -0.54557 3.56403
C 0.80721 -4.80027 -0.75719
C -3.35954 -1.05793 -4.37292
C -1.94130 -0.96593 -4.92118
C -4.22332 -0.39227 5.07753
C 3.25997 -0.57691 3.05272
C 2.77086 -3.20762 -1.89134
C 0.28464 3.42622 3.71899
C -1.32865 0.42433 -4.74324
C 0.51727 -3.50398 -1.14208
C -1.71759 -0.57113 4.63950
C 1.06860 -1.34208 2.42089
C -3.87263 -0.28689 1.66475
C 3.76588 2.27941 0.60395
C 3.41281 2.91911 1.75122
C 0.53144 -0.60791 3.46695
C -2.06767 3.52719 0.11735
C 1.49347 1.43050 0.26381
C -3.02144 -0.43967 4.19611
C 1.14995 2.09791 1.50104
C 4.47336 -5.05330 -1.73826
C 3.08426 -4.51651 -1.52174
C 2.81228 1.55424 -0.14066
C 1.49910 -2.69844 -1.70696
C -1.02217 3.38411 -3.16339
C 1.59793 3.54801 3.36710
C 0.06387 2.31388 -3.25880
C 2.07690 2.86977 2.22533
C 2.43870 -1.31340 2.21051
C 1.33616 0.13264 4.31783
C -0.55084 2.59061 2.95207
C 2.70690 0.13483 4.10849
C 2.08988 -5.30044 -0.95259
C -2.87666 -0.37048 2.78870
C -1.55422 3.90040 -4.49803
H 4.59409 -6.03365 -1.27789
H 0.90194 0.73327 5.10352
H -2.28529 3.22910 -4.94900
H -2.05253 4.85944 -4.35370
H 4.78708 2.33528 0.25288
H -1.59502 2.45637 3.22221
H -0.12040 3.95120 4.57341
H 2.27488 4.16596 3.94148
H -0.54767 0.62970 -5.48102
H -4.01120 -0.32427 -4.85530
H -1.83453 3.00673 -2.54129
H -0.59757 4.21686 -2.60052
H 0.41389 -1.88620 1.75504
H 0.03067 -5.40120 -0.30396
H 5.22331 -4.38395 -1.31325
H 2.31943 -6.31538 -0.64834
H -1.31426 -1.71168 -4.42897
H 3.54176 -2.57276 -2.31355
H 4.69321 -5.15326 -2.80332
H 2.85500 -1.85914 1.37248
H 0.65863 2.38551 -4.17451
H 1.27376 -1.67160 -1.97042
H -0.74990 4.05253 -5.22289
H -5.31878 -0.29150 3.47832
H -2.08492 1.20659 -4.80985
H 0.75194 2.37399 -2.41569
H 3.34037 0.72950 4.75454
H 4.32774 -0.54232 2.87814
H -3.77464 -2.05026 -4.54938
H -1.93375 -1.19661 -5.98960
H -3.37252 -0.88132 -3.29969
*
```



# 2
This record from OMol25 describes a molecular structure, C7H14ClMoN5O6Se. The level of theory is wB97M-V/def2-TZVPD.

Frontier orbital gap (spin up / spin down): 7.55 / 8.11 eV
Expectation value of S²: 2.022
Highest occupied orbital energy (spin up / spin down): -16.41 / -16.70 eV

```
! wB97M-V def2-TZVPD RIJCOSX def2/J DEFGRID3
* xyz 2 3
Mo 1.43402 -0.10039 -3.14399
Se 3.18238 -1.35018 -4.45037
Cl 1.04817 2.62710 -2.67292
O 0.10986 -1.23339 -2.45524
O 1.51763 3.03513 -1.41181
O -1.23347 -1.71177 -0.72789
O 0.50898 3.61952 -3.47756
O 2.15146 1.87282 -3.39889
O 0.09726 1.46306 -2.49098
N 1.99986 -0.15643 -1.02349
N 0.69379 -0.14456 -5.36436
N -3.49875 0.34450 1.19318
N -1.64322 -0.71034 2.03983
N -2.34133 1.31549 2.92991
C -0.21680 -1.24732 -1.13644
C 0.78642 -0.53178 -0.22800
C 0.82678 -0.56483 2.36801
C -2.49579 0.31003 2.07039
C 1.08569 -1.33084 1.05429
C -0.52886 -0.95025 2.96312
C 1.70181 -0.74002 -5.34435
H 2.11050 -1.70488 1.01226
H 2.36210 0.74730 -0.71540
H -3.03380 2.04281 3.00102
H -0.72084 -0.45817 3.91642
H 0.45944 -2.22360 1.04130
H -1.84123 -1.43553 1.36524
H -3.67540 -0.43028 0.57431
H 1.59078 -0.80169 3.10788
H -1.62603 1.29868 3.63541
H 0.28039 0.40275 0.02569
H 0.88073 0.51512 2.20422
H -0.53245 -2.01855 3.17913
H 2.74392 -0.83096 -0.85021
H -4.18399 1.08144 1.21025
*
```



# 3
This record from OMol25 describes C21H19FN2O4 in the gas phase. The level of theory is wB97M-V/def2-TZVPD.

Frontier orbital gap: 7.59 eV
Highest occupied orbital energy: -7.67 eV
SMILES string: C=CCc1cc(/C=C2\NC(=O)N(c3ccccc3F)C2=O)cc(OCC)c1O

```
! wB97M-V def2-TZVPD RIJCOSX def2/J DEFGRID3
* xyz 0 1
F -2.79253 0.22230 -3.30607
O 1.84577 2.23496 5.03931
O 1.54859 4.16302 3.47999
O -1.12901 -2.66230 -0.81663
O 0.54434 0.67474 -3.16517
N -0.51204 -1.15348 -2.49930
N 0.35746 -1.10345 -0.29218
C 4.52360 -1.24730 3.63603
C -3.49877 -1.69210 -4.53971
C 3.23609 -1.57044 3.57433
C 1.73209 0.38417 1.85332
C 1.54402 2.79362 1.51910
C 1.68683 2.97895 2.88198
C 1.47507 1.52537 0.99328
C -3.29180 -3.04319 -4.94595
C 0.05446 -0.00270 -2.28993
C 2.18561 -0.63913 4.01816
C 0.58058 0.12710 -0.96547
C -0.44164 -1.72397 -1.22625
C 2.00783 0.55279 3.16486
C -1.13212 -3.03057 -3.82368
C 0.96048 6.42812 3.68182
C -2.09772 -3.78074 -4.58592
C -2.55476 -1.04274 -3.72738
C -1.32245 -1.73506 -3.38123
C 1.87113 1.88935 3.74314
C 0.68202 5.23915 2.91512
C 1.02898 1.28363 -0.36474
H 1.01532 2.21660 -0.87105
H -4.38886 -1.08638 -4.77512
H 1.48682 3.15177 5.09440
H 0.43265 6.56190 4.57590
H 0.20680 -1.29331 0.69841
H -1.93323 -4.85232 -4.72701
H 3.09550 -2.60042 3.23524
H 1.21208 -1.14271 4.10172
H 1.72686 -0.57820 1.46239
H -0.34689 5.07844 2.95774
H 1.01100 5.52709 1.91698
H 5.22453 -1.83303 3.00304
H 0.53182 7.21382 3.07333
H 2.43098 -0.17851 5.00388
H 1.54273 3.56038 0.72438
H -3.96806 -3.58463 -5.55167
H 1.98406 6.59523 3.76480
H 4.76388 -0.34754 4.14252
H -0.24876 -3.60692 -3.52938
*
```



# 4
This record from OMol25 describes 9 unconnected molecules or ions with the total composition C3H22O10S2. The level of theory is wB97M-V/def2-TZVPD.

Frontier orbital gap: 9.06 eV
Highest occupied orbital energy: -9.02 eV
SMILES string: O=C(O)CCSS.O.O.O.O.O.O.O.O

```
! wB97M-V def2-TZVPD RIJCOSX def2/J DEFGRID3
* xyz 0 1
S 0.79411 -3.00164 1.71731
S -0.78482 -2.27734 2.64387
O -1.34356 -2.82729 -2.60744
O 0.55825 3.29206 3.04340
O -1.39174 3.24354 -2.30760
O 0.51667 0.94338 -3.44596
O -0.88209 1.24523 -0.05729
O -1.35489 -0.71331 -1.00692
O 1.58865 -2.35789 -1.90873
O 1.64114 0.19484 -1.07718
O 2.81961 1.39381 1.20429
O 1.74290 0.37462 3.47208
C -2.21857 -0.26516 1.19840
C -2.05563 -1.75907 1.47761
C -1.46155 0.06267 -0.08108
H 1.51554 -1.96944 1.33294
H 0.91651 1.78254 -3.18783
H 2.17154 0.48161 2.59389
H 1.85898 -3.21296 -1.60632
H -1.76652 0.23276 2.06308
H 0.72324 0.82141 -4.37744
H 2.30063 2.19350 1.34977
H -2.04771 2.83320 -1.74551
H -1.11457 2.61165 -2.97257
H -1.77971 -2.37497 -1.89448
H 0.99376 2.63341 3.60157
H 2.41345 0.98278 0.42541
H -2.02388 -2.36405 0.58309
H 0.68178 -2.26029 -2.22043
H -3.25198 0.05787 1.28609
H -3.00086 -2.15715 1.86414
H -1.41761 -2.14627 -3.28803
H -0.27460 1.42019 -0.77760
H 0.85421 0.06401 -1.62275
H 1.94668 -0.72605 -0.97723
H 2.50838 0.30713 4.05088
H -0.37569 3.24067 3.25456
*
```



For each record above, in turn, the calculated energy above the lowest of the compared OMol25 structures with the same formula, charge and spin values are 0.0000, 0.3749, 5.7614, 0.0000 eV.